1.
DFT (wB97M-V/def2-TZVPD) results for a molecular structure, C4H10NO2Pb in a non-equilibrium geometry.

The geometry in ORCA input format:
```
! RIJCOSX wB97M-V def2-TZVPD def2/J DEFGRID3
* xyz 1 1
O -0.991 -1.762 -0.591
C 0.005 -1.045 -1.379
C 0.177 0.362 -0.832
C 1.256 0.495 0.230
C 0.660 1.168 1.489
N -0.092 0.309 2.329
O -0.814 -0.480 1.626
H -1.337 -2.488 -1.132
H 0.947 -1.571 -1.331
H -0.312 -1.019 -2.413
H 0.309 1.010 -1.687
H -0.739 0.656 -0.297
H 2.053 1.117 -0.151
H 1.686 -0.453 0.519
H 0.032 2.004 1.150
H 1.419 1.598 2.129
H -1.631 0.016 0.987
Pb -2.628 0.083 -0.646
*
```

Computed properties:
Largest force on an atom: 0.05896 Eh/bohr
HOMO-LUMO gap: 0.2352 Eh
Total energy: -15129.9929 eV

***

2.
DFT (wB97M-V/def2-TZVPD) results for C4H10O2 in the gas phase.

The geometry in ORCA input format:
```
! RIJCOSX wB97M-V def2-TZVPD def2/J DEFGRID3
* xyz 0 1
C -2.111 0.386 0.381
C -0.641 0.058 0.527
O -0.535 -1.318 0.834
C 0.175 0.351 -0.713
C 1.682 0.186 -0.457
O 2.105 -0.941 0.329
H -2.621 0.177 1.325
H -2.256 1.440 0.122
H -2.558 -0.238 -0.401
H -0.207 0.672 1.335
H 0.420 -1.490 0.904
H 0.046 1.391 -1.056
H -0.185 -0.283 -1.539
H 2.060 1.058 0.095
H 2.062 0.147 -1.473
H 2.565 -1.594 -0.213
*
```

Computed properties:
Energy relative to the best compared isomer or geometry (same formula, charge and spin): 17.8 kcal/mol
Largest force on an atom: 0.01760 Eh/bohr
SMILES string: C[C@@H](O)CCO
HOMO-LUMO gap: 0.3884 Eh
Total energy: -8404.7761 eV

***

3.
DFT (wB97M-V/def2-TZVPD) results for a molecular structure, C23H35N2O2P2Pb in a non-equilibrium geometry.

The geometry in ORCA input format:
```
! RIJCOSX wB97M-V def2-TZVPD def2/J DEFGRID3
* xyz 1 1
C 1.238 -1.521 -4.567
C 1.294 -1.174 -3.191
N 0.106 -1.074 -2.500
C -1.085 -1.295 -3.074
C -1.169 -1.644 -4.421
C 0.007 -1.759 -5.159
C 2.549 -0.887 -2.546
P 2.778 -0.605 -0.814
Pb 0.176 -1.209 -0.075
P -2.306 -0.255 -0.692
C -2.368 -1.270 -2.222
O 2.090 1.954 -3.383
O -0.551 2.440 -3.055
H 2.173 -1.637 -5.111
H -2.150 -1.815 -4.855
H -0.042 -2.042 -6.209
C 3.506 -2.039 0.073
C 3.768 0.879 -0.403
H -3.189 -0.884 -2.845
H -2.626 -2.307 -1.937
H 2.465 1.070 -3.176
H 3.421 -0.990 -3.199
C -3.276 -1.074 0.622
C -3.031 1.373 -1.029
H 0.960 2.114 -0.867
H -0.575 3.371 -2.763
H 0.421 2.245 -3.177
H 2.475 2.182 -4.257
H -0.115 -3.079 -0.076
H 0.310 1.853 -1.171
H 4.550 -2.222 -0.221
H 3.468 -1.826 1.158
H 2.912 -2.947 -0.137
H 4.845 0.742 -0.591
H 3.403 1.745 -0.981
H 3.622 1.080 0.674
H -4.103 1.293 -1.288
H -2.920 1.982 -0.110
H -2.464 1.845 -1.854
H -4.339 -1.161 0.349
H -2.868 -2.081 0.831
H -3.182 -0.463 1.540
C -0.379 4.260 3.336
C -0.571 3.929 1.986
C -0.526 2.607 1.560
C -0.226 1.563 2.487
C -0.031 1.919 3.851
C -0.121 3.247 4.260
N -0.106 0.260 2.041
C -0.300 -0.793 2.920
C 0.544 -1.943 2.807
C 0.234 -3.107 3.493
C -0.784 -3.111 4.455
C -1.600 -1.979 4.606
C -1.390 -0.847 3.827
H -0.412 5.292 3.665
H -0.750 4.722 1.265
H -0.733 2.333 0.521
H 0.181 1.144 4.591
H 0.033 3.482 5.309
H 1.428 -1.902 2.149
H 0.780 -4.020 3.273
H -0.970 -3.993 5.055
H -2.421 -1.995 5.325
H -2.057 0.023 3.926
*
```

Computed properties:
Largest force on an atom: 0.03669 Eh/bohr
HOMO-LUMO gap (spin up / spin down): 0.1532 / 0.1577 Eh
Total energy: -55309.8043 eV

***

4.
DFT (wB97M-V/def2-TZVPD) results for a molecular structure, C26H25BrGaNO2PSe2 in a non-equilibrium geometry.

The geometry in ORCA input format:
```
! RIJCOSX wB97M-V def2-TZVPD def2/J DEFGRID3
* xyz -1 1
Ga -0.377 0.382 -0.311
Se -2.082 -1.687 -1.137
P -0.255 -2.889 -0.449
Se 1.615 -1.754 -0.216
C -0.302 -3.989 0.967
C 0.566 -5.032 1.033
C 0.292 -6.114 1.927
C -0.755 -5.990 2.803
C -1.471 -4.751 2.912
C -1.227 -3.737 2.035
C -0.053 -4.050 -1.809
C 0.490 -3.519 -3.002
C 0.691 -4.335 -4.095
C 0.354 -5.738 -4.019
C -0.180 -6.195 -2.828
C -0.607 -5.323 -1.837
H 1.491 -5.035 0.448
H 0.862 -7.047 1.870
H -0.948 -6.747 3.584
H -2.238 -4.693 3.669
H -1.780 -2.833 2.087
H 0.618 -2.423 -3.028
H 1.100 -3.988 -5.018
H 0.626 -6.414 -4.801
H -0.203 -7.280 -2.581
H -1.318 -5.700 -1.054
O 0.537 0.393 1.761
C -0.132 -0.178 3.003
C -1.363 0.676 3.099
C -0.984 2.194 2.963
C -1.342 2.783 1.641
C -1.160 4.163 1.529
C -1.470 4.732 0.330
C -2.167 3.926 -0.607
C -2.385 2.597 -0.331
N -2.012 1.989 0.792
H 1.329 -0.326 1.449
H 0.599 -0.046 3.822
H -0.361 -1.265 2.677
H -1.880 0.578 4.084
H -2.020 0.303 2.296
H 0.105 2.347 3.143
H -1.431 2.865 3.703
H -0.689 4.638 2.378
H -1.013 5.756 0.084
H -2.554 4.330 -1.506
H -3.028 2.049 -1.005
Br 3.732 8.934 -2.004
C 2.929 7.302 -1.981
C 1.773 6.922 -2.705
C 1.506 5.595 -2.838
C 2.051 4.478 -1.970
C 3.024 4.972 -0.950
C 3.240 6.392 -0.875
H 1.055 7.705 -3.130
H 0.631 5.232 -3.421
H 3.585 4.294 -0.292
H 3.652 7.035 -0.053
O 1.333 3.516 -2.236
*
```

Computed properties:
Energy relative to the best compared isomer or geometry (same formula, charge and spin): 0.0 kcal/mol
Largest force on an atom: 0.09542 Eh/bohr
HOMO-LUMO gap: 0.1764 Eh
Total energy: -295350.6680 eV

***

5.
DFT (wB97M-V/def2-TZVPD) results for 13 unconnected molecules or ions with the total composition H26O13 in a non-equilibrium geometry.

The geometry in ORCA input format:
```
! RIJCOSX wB97M-V def2-TZVPD def2/J DEFGRID3
* xyz 0 1
O -15.114 6.937 4.270
H -14.387 6.726 3.678
H -14.684 7.178 5.124
O -12.385 4.112 9.151
H -12.325 4.174 10.108
H -13.126 3.474 8.968
O -12.412 4.374 4.430
H -12.764 4.350 5.336
H -13.164 4.604 3.878
O -16.997 5.036 5.364
H -16.380 5.655 4.915
H -17.361 4.485 4.666
O -15.376 1.117 6.662
H -15.178 0.174 6.691
H -15.992 1.217 5.929
O -14.446 8.038 9.023
H -15.158 7.399 8.876
H -13.924 7.677 9.748
O -14.389 2.377 9.086
H -14.795 1.895 8.349
H -15.033 3.084 9.307
O -16.234 4.448 9.524
H -15.897 4.706 10.391
H -16.080 5.242 8.965
O -11.286 2.839 6.876
H -11.180 2.202 7.589
H -11.991 3.426 7.180
O -16.206 6.392 7.579
H -16.556 7.291 7.523
H -16.504 5.961 6.757
O -13.960 4.718 6.735
H -14.883 4.474 6.853
H -13.874 5.584 7.156
O -11.932 5.813 6.900
H -11.150 5.461 6.460
H -11.923 5.401 7.784
O -13.050 7.845 5.962
H -12.472 7.680 5.209
H -12.627 7.378 6.706
*
```

Computed properties:
Energy relative to the best compared isomer or geometry (same formula, charge and spin): 34.8 kcal/mol
Largest force on an atom: 0.03804 Eh/bohr
HOMO-LUMO gap: 0.3867 Eh
Total energy: -27040.4389 eV

***

6.
DFT (wB97M-V/def2-TZVPD) results for 2 unconnected molecules or ions with the total composition C22H39BN2O7S2 in a non-equilibrium geometry.

The geometry in ORCA input format:
```
! RIJCOSX wB97M-V def2-TZVPD def2/J DEFGRID3
* xyz 0 1
C 1.393 2.242 3.634
C 2.526 2.957 2.849
C 3.706 3.242 3.818
C 3.076 2.030 1.733
C 2.603 2.387 0.305
C 1.144 2.933 0.277
C 0.386 2.492 -1.003
C -0.915 3.242 -1.258
C -1.854 3.232 -0.025
C -2.101 1.793 0.487
N -3.507 1.459 0.723
C -3.706 0.513 1.817
C -2.829 -0.740 1.771
C -2.357 -1.332 0.620
C -1.562 -2.448 0.660
C -1.221 -3.022 1.856
C -1.712 -2.467 3.017
C -2.500 -1.349 2.966
O -2.973 -0.811 4.167
S 1.476 2.601 -2.447
O 0.887 1.813 -3.485
O 1.726 3.957 -2.813
O 2.866 1.890 -2.047
C 2.823 1.278 -0.725
B 4.220 0.480 -0.587
N 5.477 1.064 -0.123
O 4.250 -0.835 -0.980
H 0.615 2.956 3.919
H 1.781 1.716 4.509
H 0.931 1.493 2.982
H 2.210 3.932 2.471
H 3.302 3.695 4.728
H 4.285 2.337 4.012
H 4.363 3.985 3.349
H 2.866 0.976 1.964
H 4.162 2.153 1.741
H 3.218 3.233 -0.023
H 1.170 4.026 0.277
H 0.568 2.560 1.124
H 0.211 1.419 -0.883
H -0.687 4.289 -1.479
H -1.471 2.769 -2.074
H -2.770 3.795 -0.208
H -1.324 3.776 0.768
H -1.464 1.612 1.357
H -1.731 1.115 -0.296
H -3.915 1.085 -0.125
H -3.552 0.980 2.791
H -4.751 0.182 1.774
H -2.583 -0.890 -0.347
H -1.179 -2.866 -0.268
H -0.575 -3.893 1.866
H -1.451 -2.896 3.980
H -3.737 -1.336 4.432
H 2.032 0.512 -0.690
H 5.582 0.884 0.875
H 6.219 0.503 -0.541
H 3.426 -1.054 -1.437
O 0.647 -4.752 -3.903
S -0.500 -4.524 -3.065
O -0.361 -4.076 -1.700
C -1.632 -3.440 -3.927
C -2.521 -4.384 -4.729
C -2.856 -5.547 -3.785
C -1.548 -5.982 -3.112
H -1.071 -2.742 -4.544
H -2.208 -2.898 -3.176
H -3.419 -3.881 -5.085
H -1.977 -4.759 -5.599
H -3.565 -5.207 -3.028
H -3.318 -6.378 -4.316
H -1.711 -6.335 -2.096
H -1.031 -6.744 -3.691
*
```

Computed properties:
Energy relative to the best compared isomer or geometry (same formula, charge and spin): 0.0 kcal/mol
Largest force on an atom: 0.03279 Eh/bohr
SMILES string: CC(C)C[C@@H]1C[C@@H](CCCNCc2ccccc2O)S(=O)(=O)O[C@H]1B(N)O.O=S1(=O)CCCC1
HOMO-LUMO gap: 0.3408 Eh
Total energy: -63107.0541 eV

***

7.
DFT (wB97M-V/def2-TZVPD) results for 2 unconnected molecules or ions with the total composition C8H14P2 in a non-equilibrium geometry.

The geometry in ORCA input format:
```
! RIJCOSX wB97M-V def2-TZVPD def2/J DEFGRID3
* xyz 0 1
C 3.783 0.120 0.759
C 2.298 0.219 0.665
C 1.791 1.514 -0.028
C 1.672 -0.979 0.029
P 1.075 -2.288 -0.623
H 4.073 0.210 -0.402
H 4.177 -0.786 1.069
H 4.157 1.067 1.184
H 1.977 0.318 1.698
H 2.005 1.347 -1.131
H 2.519 2.360 0.368
H 0.793 1.818 0.075
C -2.539 0.940 -0.654
C -2.822 -0.393 0.030
C -2.750 -1.643 -0.960
C -1.986 -0.697 1.171
P -1.095 -0.842 2.457
H -1.818 0.732 -1.508
H -1.972 1.584 0.160
H -3.406 1.599 -1.086
H -3.914 -0.455 0.460
H -1.630 -1.717 -1.354
H -3.300 -1.543 -1.897
H -3.087 -2.484 -0.481
*
```

Computed properties:
Energy relative to the best compared isomer or geometry (same formula, charge and spin): 38.3 kcal/mol
Largest force on an atom: 0.11223 Eh/bohr
SMILES string: CC(C)C#P.CC(C)C#P
HOMO-LUMO gap: 0.3478 Eh
Total energy: -27095.9939 eV

***

8.
DFT (wB97M-V/def2-TZVPD) results for C24H23N3O4 in the gas phase in a non-equilibrium geometry.

The geometry in ORCA input format:
```
! RIJCOSX wB97M-V def2-TZVPD def2/J DEFGRID3
* xyz 0 1
C -7.702 -2.754 1.012
O -6.753 -1.953 1.674
C -5.861 -1.247 0.931
C -4.954 -0.466 1.654
C -4.005 0.287 1.003
C -3.935 0.280 -0.389
C -2.913 1.053 -1.136
O -2.887 1.106 -2.358
N -2.097 1.783 -0.346
C -0.865 2.026 -0.175
C -0.507 3.202 0.695
C 0.820 3.802 0.254
C 1.841 2.695 0.268
C 3.145 3.035 0.647
N 4.190 3.413 0.944
C 1.469 1.453 -0.130
C 2.367 0.299 -0.140
C 3.342 0.101 0.829
C 4.190 -0.999 0.801
O 5.058 -1.053 1.846
C 6.172 -1.918 1.836
C 4.054 -1.941 -0.241
O 4.884 -3.028 -0.248
C 4.782 -3.957 -1.299
C 3.070 -1.735 -1.203
C 2.230 -0.639 -1.160
C 1.144 -0.386 -2.158
C -0.105 0.065 -1.409
N 0.170 1.239 -0.594
C -4.838 -0.497 -1.105
C -5.796 -1.256 -0.460
H -7.222 -3.540 0.420
H -8.301 -3.211 1.798
H -8.351 -2.155 0.364
H -5.025 -0.470 2.731
H -3.312 0.895 1.566
H -1.318 3.928 0.648
H -0.426 2.850 1.729
H 1.123 4.613 0.919
H 0.729 4.212 -0.758
H 3.462 0.791 1.649
H 6.760 -1.628 2.707
H 5.877 -2.965 1.928
H 6.774 -1.789 0.934
H 5.551 -4.702 -1.101
H 4.972 -3.491 -2.270
H 3.802 -4.447 -1.312
H 2.944 -2.444 -2.006
H 0.916 -1.280 -2.737
H 1.452 0.401 -2.853
H -0.884 0.322 -2.129
H -0.473 -0.750 -0.770
H -4.777 -0.493 -2.183
H -6.482 -1.846 -1.045
*
```

Computed properties:
Energy relative to the best compared isomer or geometry (same formula, charge and spin): 70.3 kcal/mol
Largest force on an atom: 0.02163 Eh/bohr
SMILES string: COc1ccc(C(=O)/N=C2/CCC(C#N)=C3c4cc(OC)c(OC)cc4CCN32)cc1
HOMO-LUMO gap: 0.3038 Eh
Total energy: -37920.4923 eV